Version a
Computed, not measured: a single C6H7N3O2 molecule, with the ωB97M-V functional and the def2-TZVPD basis.

Cartesian coordinates (Å):
1 C -0.770 -2.670 -0.148
2 N -0.401 -1.472 -0.136
3 C -1.175 -0.280 0.076
4 C -2.500 -0.424 0.315
5 N -3.613 -0.530 0.565
6 C -0.538 0.930 0.098
7 C -1.245 2.230 0.293
8 O 0.781 0.917 -0.183
9 C 1.518 -0.056 0.487
10 N 2.446 -0.533 -0.336
11 O 1.403 -0.278 1.649
12 H -0.012 -3.405 -0.332
13 H -1.719 -2.926 0.072
14 H -0.907 2.987 -0.482
15 H -1.024 2.659 1.267
16 H -2.371 2.367 0.352
17 H 2.209 -0.631 -1.376
18 H 3.129 -1.238 0.051

Properties
* SMILES: C=N/C(C#N)=C(/C)OC(N)=O

Results of the Mulliken charge analysis, in e, for atoms 1 through 2: number 1, C, carries -0.4478; number 2, N, carries -0.3584

Version b
Computed, not measured: a single C6H7N3O2 molecule, with the ωB97M-V functional and the def2-TZVPD basis.

Cartesian coordinates (Å):
1 C -0.801 1.637 -0.250
2 C -2.071 1.625 0.181
3 C 0.082 0.427 -0.189
4 C -2.481 -0.595 0.295
5 C -0.130 -1.885 -0.445
6 C 2.248 -0.440 -0.041
7 N -2.666 0.545 0.621
8 N 1.370 0.517 0.131
9 N -0.605 -0.705 -0.396
10 O -2.781 -1.735 0.142
11 O 3.458 -0.279 0.545
12 H -0.301 2.515 -0.642
13 H -2.732 2.479 0.060
14 H 0.895 -2.315 -0.193
15 H -0.970 -2.614 -0.414
16 H 2.229 -1.124 -0.855
17 H 1.704 1.329 0.599
18 H 3.552 0.618 0.850

Results of the Mulliken charge analysis, in e, for atoms 1 through 2: number 1, C, carries -0.7629; number 2, C, carries -0.2511

Sorted by energy, starting with the most stable: version a, version b.

Version a
Computed, not measured: a gas-phase ion, C9H16N3O (charge +1), with the ωB97M-V functional and the def2-TZVPD basis.

Cartesian coordinates (Å):
1 C 3.430 -1.254 -0.149
2 C 2.035 -1.144 -0.732
3 C 1.520 -1.599 -1.976
4 N 0.272 -1.064 -2.158
5 C -0.139 -0.368 -1.044
6 C 1.037 -0.346 -0.212
7 C 0.975 0.215 1.130
8 C -0.107 1.342 1.144
9 N -0.427 1.937 2.414
10 N -1.394 0.681 0.662
11 C -1.409 0.463 -0.822
12 C -2.699 -0.244 -1.067
13 O -1.365 1.690 -1.393
14 H 3.213 -1.479 0.922
15 H 3.877 -2.101 -0.471
16 H 4.038 -0.424 -0.237
17 H 2.037 -2.044 -2.720
18 H -0.231 -1.478 -2.872
19 H 0.762 -0.456 1.903
20 H 1.949 0.653 1.298
21 H 0.106 2.078 0.398
22 H 0.259 2.631 2.759
23 H -0.651 1.264 3.277
24 H -1.508 -0.113 1.310
25 H -2.121 1.287 0.983
26 H -3.591 0.322 -0.778
27 H -2.831 -1.345 -0.952
28 H -2.811 -0.028 -2.184
29 H -0.493 1.779 -1.771

Properties
* SMILES: Cc1c[nH]c2c1C[C@H](N)[NH2+][C@@]2(C)O
* charge: +1

Results of the Mulliken charge analysis, in e, for atoms 1 through 2: number 1, C, carries -1.4325; number 2, C, carries 0.2285

Version b
Computed, not measured: 2 unconnected molecules or ions with the total composition C9H16N3O, with the ωB97M-V functional and the def2-TZVPD basis.

Cartesian coordinates (Å):
1 C 2.303 -1.239 -0.783
2 C 1.795 1.149 -0.756
3 N 1.375 -0.098 -0.892
4 N 3.029 1.489 -1.126
5 N 0.907 2.065 -0.333
6 H 0.524 -0.226 -0.337
7 H 3.806 0.883 -0.899
8 H 3.352 2.438 -1.248
9 H -0.037 1.997 -0.706
10 H 1.173 3.042 -0.374
11 H 3.038 -1.247 -1.578
12 H 1.732 -2.161 -0.887
13 H 2.599 -1.265 0.252
14 C -1.074 0.764 2.745
15 C -2.102 0.616 0.443
16 C -1.413 0.004 1.494
17 C -2.361 -0.021 -0.761
18 C -1.965 -1.350 -0.922
19 C -0.834 -1.214 1.164
20 C -1.186 -1.967 0.051
21 O -2.219 -2.033 -2.078
22 H -2.552 1.595 0.586
23 H -2.902 0.412 -1.589
24 H -0.643 0.112 3.507
25 H -1.944 1.200 3.212
26 H -0.029 -1.619 1.771
27 H -3.110 -1.794 -2.362
28 H -0.967 -3.009 -0.094
29 H -0.295 1.474 2.499

Properties
* charge: +1

Results of the Mulliken charge analysis, in e, for atoms 1 through 2: number 1, C, carries -1.0816; number 2, C, carries 0.5714

Sorted by energy, starting with the most stable: version b, version a.

Version a
Computed, not measured: a single C22H24N2O4 molecule, with the ωB97M-V functional and the def2-TZVPD basis.

Cartesian coordinates (Å):
1 C -0.812 4.163 -6.891
2 C -0.339 3.092 -5.939
3 O -0.200 1.943 -6.298
4 C -0.050 3.506 -4.542
5 C -0.205 4.811 -4.076
6 C 0.089 5.107 -2.757
7 C 0.539 4.130 -1.886
8 C 0.698 2.821 -2.340
9 N 1.151 1.789 -1.525
10 C 1.467 1.803 -0.205
11 O 1.421 2.766 0.529
12 C 1.943 0.430 0.275
13 N 1.396 -0.635 -0.548
14 C 2.192 -1.851 -0.542
15 C 2.301 -2.490 0.845
16 C 0.963 -2.529 1.535
17 C 0.797 -3.298 2.675
18 C -0.410 -3.358 3.363
19 C -1.486 -2.597 2.886
20 C -1.311 -1.820 1.751
21 C -0.108 -1.776 1.065
22 C 0.020 -0.944 -0.188
23 O -2.761 -2.641 3.429
24 C -2.910 -2.142 4.739
25 C -1.946 -2.785 5.748
26 C -1.553 -4.190 5.293
27 O -0.415 -4.177 4.454
28 C 0.401 2.523 -3.665
29 H -1.742 4.598 -6.530
30 H -0.065 4.949 -6.970
31 H -0.978 3.723 -7.871
32 H -0.552 5.595 -4.729
33 H -0.031 6.117 -2.396
34 H 0.766 4.367 -0.860
35 H 1.221 0.868 -1.950
36 H 3.034 0.429 0.182
37 H 1.696 0.339 1.341
38 H 3.186 -1.618 -0.933
39 H 1.710 -2.550 -1.232
40 H 2.703 -3.501 0.757
41 H 2.999 -1.916 1.462
42 H 1.615 -3.891 3.054
43 H -2.158 -1.250 1.398
44 H -0.532 -0.007 -0.074
45 H -0.427 -1.492 -1.028
46 H -2.790 -1.048 4.745
47 H -3.946 -2.380 4.996
48 H -2.421 -2.823 6.728
49 H -1.033 -2.191 5.835
50 H -2.396 -4.678 4.787
51 H -1.248 -4.804 6.144
52 H 0.516 1.516 -4.041

Properties
* SMILES: CC(=O)c1cccc(NC(=O)CN2CCc3cc4c(cc3C2)OCCCO4)c1

Results of the Mulliken charge analysis, in e, for atoms 1 through 2: number 1, C, carries -1.4022; number 2, C, carries 0.9854

Version b
Computed, not measured: a single C22H24N2O4 molecule, with the ωB97M-V functional and the def2-TZVPD basis.

Cartesian coordinates (Å):
1 C 0.749 2.943 2.368
2 C 0.003 2.599 1.063
3 O -0.088 1.030 0.637
4 C -1.071 0.346 1.452
5 O -1.967 0.712 2.298
6 C -0.841 -0.999 0.877
7 C -1.369 -1.266 -0.445
8 C -2.726 -0.563 -0.521
9 C -3.065 0.512 -1.181
10 C -4.411 0.943 -0.800
11 C -5.446 0.111 -0.651
12 O -6.787 0.291 -0.682
13 C -5.227 -1.082 -0.121
14 C -3.714 -1.692 -0.001
15 N 0.525 -1.341 1.017
16 C 1.048 -2.696 1.136
17 O 0.199 -3.400 1.210
18 C 2.419 -2.671 1.036
19 C 3.062 -2.727 -0.429
20 C 2.545 -1.533 -0.921
21 C 1.833 -1.648 -2.086
22 N 1.515 -0.251 -2.451
23 C 2.318 0.761 -1.762
24 C 2.242 2.089 -1.569
25 C 2.986 2.637 -0.798
26 C 3.608 1.977 0.394
27 C 3.667 0.621 0.289
28 C 2.840 -0.082 -0.568
29 H 0.165 2.515 3.214
30 H 0.720 4.065 2.400
31 H 1.746 2.654 2.072
32 H 0.408 3.176 0.142
33 H -1.135 2.875 1.202
34 H -1.420 -1.790 1.648
35 H -1.097 -2.403 -0.664
36 H -0.675 -0.514 -1.214
37 H -2.226 1.073 -1.277
38 H -4.493 1.854 -1.430
39 H -6.919 1.405 -1.088
40 H -6.010 -1.907 0.121
41 H -3.692 -2.533 0.433
42 H 1.267 -0.588 0.923
43 H 2.974 -2.144 1.622
44 H 2.816 -3.637 1.621
45 H 4.176 -2.617 -0.304
46 H 2.709 -3.626 -0.966
47 H 1.398 -2.352 -2.596
48 H 0.918 0.037 -3.216
49 H 1.779 2.788 -2.457
50 H 3.112 3.534 -0.671
51 H 4.404 2.414 0.974
52 H 4.223 0.103 0.721

Properties
* SMILES: CCOC(=O)[C@@H](Cc1ccc(O)cc1)NC(=O)CCc1c[nH]c2ccccc12

Results of the Mulliken charge analysis, in e, for atoms 1 through 2: number 1, C, carries -1.0069; number 2, C, carries -0.3764

Sorted by energy, starting with the most stable: version a, version b.

Version a
Computed, not measured: a molecular structure, C3H7ClMgNO, with the ωB97M-V functional and the def2-TZVPD basis.

Cartesian coordinates (Å):
1 Mg 5.278 -0.307 -0.611
2 Cl 3.502 -1.745 -0.342
3 C 0.637 0.776 -0.035
4 O 0.922 1.937 0.200
5 N -0.561 0.204 0.183
6 C -0.837 -1.079 -0.451
7 C -1.678 0.956 0.719
8 H 1.359 0.106 -0.524
9 H -1.576 -1.635 0.126
10 H 0.057 -1.702 -0.409
11 H -1.174 -0.953 -1.479
12 H -2.489 1.102 0.003
13 H -2.049 0.386 1.574
14 H -1.392 1.952 1.043

Properties
* charge: +1

Results of the Mulliken charge analysis, in e, for atoms 1 through 2: number 1, Mg, carries 1.2505; number 2, Cl, carries -0.2743

Version b
Computed, not measured: a molecular structure, C3H7ClMgNO, with the ωB97M-V functional and the def2-TZVPD basis.

Cartesian coordinates (Å):
1 Mg 1.974 -3.386 0.100
2 Cl 2.227 -2.140 -1.174
3 C 0.008 1.935 0.184
4 O 1.049 2.271 0.772
5 N -0.225 0.653 -0.059
6 C -1.603 0.232 -0.310
7 C 0.631 -0.448 0.342
8 H -0.846 2.602 -0.016
9 H -1.633 -0.714 -0.850
10 H -2.097 0.926 -0.989
11 H -2.189 0.238 0.609
12 H 0.816 -1.247 -0.376
13 H 1.646 -0.077 0.488
14 H 0.241 -0.845 1.280

Properties
* charge: +1

Results of the Mulliken charge analysis, in e, for atoms 1 through 2: number 1, Mg, carries 1.2467; number 2, Cl, carries -0.4485

Sorted by energy, starting with the most stable: version a, version b.

Version a
Computed, not measured: a single C2H7N3O2 molecule, with the ωB97M-V functional and the def2-TZVPD basis.

Cartesian coordinates (Å):
1 C -0.763 -0.772 -1.755
2 O 0.092 0.403 -1.442
3 N 0.411 0.476 -0.096
4 N 1.605 -0.106 0.314
5 C -0.589 0.766 0.826
6 N -0.197 0.566 2.115
7 O -1.691 1.127 0.489
8 H -1.697 -0.638 -1.208
9 H -0.960 -0.749 -2.823
10 H -0.187 -1.667 -1.508
11 H 2.374 0.314 -0.202
12 H 1.617 -1.115 0.151
13 H -0.797 0.940 2.829
14 H 0.782 0.454 2.310

Properties
* SMILES: CON(N)C(N)=O

Results of the Mulliken charge analysis, in e, for atoms 1 through 2: number 1, C, carries -0.5225; number 2, O, carries -0.3490

Version b
Computed, not measured: 2 unconnected molecules or ions with the total composition C2H7N3O2, with the ωB97M-V functional and the def2-TZVPD basis.

Cartesian coordinates (Å):
1 C 0.942 0.547 1.084
2 N 0.656 -0.217 -0.856
3 N 0.724 -0.559 1.825
4 C -0.639 -0.020 -1.105
5 O 1.382 -0.452 -2.066
6 O -2.735 0.426 -0.442
7 N -1.331 0.642 -0.220
8 H 1.954 -1.201 -1.858
9 H -3.133 1.209 -0.045
10 H -0.232 -0.728 2.102
11 H 1.191 -1.400 1.512
12 H -1.080 -0.395 -2.031
13 H 1.955 0.739 0.767
14 H 0.344 1.408 1.333

Results of the Mulliken charge analysis, in e, for atoms 1 through 2: number 1, C, carries -0.2433; number 2, N, carries -0.1684

Sorted by energy, starting with the most stable: version a, version b.

Version a
Computed, not measured: 2 unconnected molecules or ions with the total composition H8N2Si2, with the ωB97M-V functional and the def2-TZVPD basis.

Cartesian coordinates (Å):
1 N -1.234 2.551 -1.711
2 N -1.448 1.565 -0.792
3 Si -1.097 0.722 0.576
4 H -0.411 3.109 -1.611
5 H -2.082 3.128 -1.665
6 H 0.107 0.114 1.324
7 H -2.164 -0.247 0.968
8 Si 1.687 -2.206 0.586
9 H 3.117 -2.568 0.066
10 H 1.753 -2.323 2.122
11 H 0.522 -2.891 -0.108
12 H 1.251 -0.954 0.246

Properties
* SMILES: NN=[SiH2].[SiH4]

Results of the Mulliken charge analysis, in e, for atoms 1 through 2: number 1, N, carries -0.3775; number 2, N, carries -0.0798

Version b
Computed, not measured: 2 unconnected molecules or ions with the total composition H8N2Si2, with the ωB97M-V functional and the def2-TZVPD basis.

Cartesian coordinates (Å):
1 H 2.923 -0.277 -0.639
2 N 2.111 0.296 -0.655
3 Si 0.752 -0.377 0.003
4 N -0.580 0.655 -0.276
5 Si -2.178 0.452 -0.938
6 H 0.472 -1.563 0.893
7 H -0.282 1.641 -0.274
8 H -2.565 -1.078 -0.605
9 H -3.098 1.617 -0.324
10 H -2.269 0.476 -2.494
11 H 2.082 -0.980 2.444
12 H 2.631 -0.862 2.865

Properties
* SMILES: [H]/N=[SiH]/N[SiH3].[H][H]

Results of the Mulliken charge analysis, in e, for atoms 1 through 2: number 1, H, carries 0.1976; number 2, N, carries -0.5243

Sorted by energy, starting with the most stable: version b, version a.